Entry 1:
Below is a 4-piece molecular cluster, C4H15NO3 overall in a non-equilibrium geometry, with properties calculated with ωB97M-V/def2-TZVPD.

Properties
- HOMO (alpha / beta) (eV) = -13.78 / -13.78
- E_LUMO (alpha / beta) (eV) = -3.617 / -7.185
- Kohn-Sham gap (alpha / beta) (Eh) = 0.37355 / 0.24242
- energy relative to the best compared isomer or geometry (same formula, charge and spin) (kcal/mol) = 8.4

```
! RIJCOSX wB97M-V def2-TZVPD def2/J DEFGRID3
* xyz 1 2
C -2.6512 -1.6876 -0.0236
C -1.5749 -0.8518 -0.1446
N -1.0392 -0.5627 -1.3304
C 0.1042 0.3665 -1.4335
C -0.0486 1.2297 -2.6735
H -3.1188 -2.0781 0.8653
H -3.0714 -2.0496 -0.9615
H -1.1543 -0.4215 0.7574
H -1.1317 -1.2076 -2.1108
H 0.0982 0.9688 -0.5189
H 1.0558 -0.1624 -1.3873
H 0.1877 0.6740 -3.5931
H -1.1149 1.3418 -2.9098
H 0.5081 2.1541 -2.6213
H 2.3406 -2.1393 1.7400
H 0.8571 -1.9609 1.0748
O 1.6866 -1.5371 1.3345
H 0.9856 2.1012 1.8264
H 2.1044 3.0817 1.4151
O 1.3962 2.5129 1.0634
H 1.4387 -0.2772 2.4709
H 1.1293 0.1819 4.0371
O 1.0125 0.3232 3.1234
*
```

Which charges does natural (NBO) predict for the atoms? In e, they are: -0.16 0.03 -0.32 -0.26 -0.63 0.24 0.21 0.25 0.43 0.25 0.25 0.22 0.22 0.27 0.51 0.48 -0.96 0.49 0.48 -0.98 0.51 0.49 -1.02



Entry 2:
Below is C4H12N3 as an isolated structure in a non-equilibrium geometry, with properties calculated with ωB97M-V/def2-TZVPD.

Properties
- HOMO (eV) = -12.94
- E_LUMO (eV) = -8.015
- Kohn-Sham gap (Eh) = 0.18102
- energy relative to the best compared isomer or geometry (same formula, charge and spin) (kcal/mol) = 207.0

```
! RIJCOSX wB97M-V def2-TZVPD def2/J DEFGRID3
* xyz 1 1
C 3.5984 0.0944 0.5146
C 2.2605 -0.5979 0.7762
C 1.0844 0.0242 -0.0998
N 1.4089 -0.1681 -1.3876
C -3.4663 0.0743 -0.5022
N -4.8737 -0.3435 -0.2122
N -2.6076 0.6802 0.1810
H 3.5276 0.6784 -0.4039
H 4.3924 -0.5945 0.2148
H 4.0708 0.6221 1.3382
H 2.2768 -1.6508 0.4959
H 2.0267 -0.6701 1.8377
H 0.0463 -0.2280 0.1165
H 1.5668 1.0572 -0.3769
H 0.5648 -0.2687 -1.9779
H -4.7379 0.6204 -0.6278
H -4.8982 -0.3716 0.8064
H -3.0337 1.3848 0.7843
H -3.2070 -0.3427 -1.4772
*
```

Which charges does natural (NBO) predict for the atoms? In e, they are: -0.65 -0.38 -0.23 -0.11 0.25 -0.77 -0.74 0.21 0.26 0.26 0.25 0.26 0.29 0.46 0.39 0.38 0.37 0.36 0.15



Entry 3:
Below is an isolated molecule of C9H12OS in a non-equilibrium geometry, with properties calculated with ωB97M-V/def2-TZVPD.

Properties
- HOMO (eV) = -7.80
- E_LUMO (eV) = 0.440
- Kohn-Sham gap (Eh) = 0.30274
- energy relative to the best compared isomer or geometry (same formula, charge and spin) (kcal/mol) = 156.2

```
! RIJCOSX wB97M-V def2-TZVPD def2/J DEFGRID3
* xyz 0 1
C -0.6692 -0.6773 -0.0273
C -1.8149 0.2955 0.3071
C 0.8555 -0.5531 0.0680
C 1.3924 0.7845 0.1335
C 0.1292 -0.8274 -1.3315
C 1.6261 -1.7863 0.5142
C 3.0422 -1.0955 0.4696
C -2.1606 1.3266 -0.4197
C -3.2453 2.2476 0.2214
O 2.7293 1.0984 -0.6226
S 3.1099 0.7226 0.8545
H -0.8208 -1.6874 0.4238
H -2.0931 0.3874 1.3991
H 0.0072 -1.8920 -1.8202
H 0.0354 0.0742 -1.9343
H 1.3749 -2.0616 1.6125
H 1.6456 -2.5899 -0.0742
H 3.7816 -1.5134 1.1074
H 3.3321 -1.1057 -0.5669
H -1.7891 1.5556 -1.3375
H -3.0006 3.2673 0.1386
H -3.3659 1.9373 1.2382
H -4.1020 2.0925 -0.3536
*
```

Which charges does natural (NBO) predict for the atoms? In e, they are: -0.22 -0.20 -0.20 -0.05 -0.41 -0.38 -0.54 -0.13 -0.62 -0.69 0.91 0.20 0.20 0.23 0.23 0.20 0.21 0.21 0.24 0.19 0.21 0.20 0.21



Entry 4:
Below is an isolated molecule of C5H9NO, with properties calculated with ωB97M-V/def2-TZVPD.

Properties
- HOMO (alpha / beta) (eV) = -8.63 / -8.68
- E_LUMO (alpha / beta) (eV) = -1.506 / -0.996
- Kohn-Sham gap (alpha / beta) (Eh) = 0.26174 / 0.28221
- energy relative to the best compared isomer or geometry (same formula, charge and spin) (kcal/mol) = 133.9

```
! RIJCOSX wB97M-V def2-TZVPD def2/J DEFGRID3
* xyz 0 1
C -0.1779 0.4071 1.4957
C 0.1002 -1.6132 0.3388
C -0.4788 -1.0486 -0.8918
N 0.4823 0.0123 -0.9504
C 0.0212 1.3589 -1.1912
C 0.9556 -0.4956 0.6927
O 2.0762 -0.4129 1.1956
H 0.2499 1.4140 1.4539
H -0.1655 0.0586 2.5299
H -1.1901 0.4065 1.0936
H 0.1779 -2.6574 0.6332
H -0.2752 -1.8123 -1.6696
H -1.5568 -0.8183 -0.9119
H -0.9983 1.5844 -0.8376
H 0.7196 2.0525 -0.7142
H 0.0599 1.5641 -2.2669
*
```

Which charges does natural (NBO) predict for the atoms? In e, they are: -0.60 0.03 -0.34 -0.38 -0.44 0.43 -0.66 0.23 0.23 0.20 0.21 0.27 0.22 0.17 0.22 0.21



Entry 5:
Below is C41H40IrN2O5S2Te as an isolated structure in a non-equilibrium geometry, with properties calculated with ωB97M-V/def2-TZVPD.

Properties
- HOMO (alpha / beta) (eV) = -5.07 / -5.07
- E_LUMO (alpha / beta) (eV) = 0.985 / 0.989
- Kohn-Sham gap (alpha / beta) (Eh) = 0.22246 / 0.22266
- energy relative to the best compared isomer or geometry (same formula, charge and spin) (kcal/mol) = 69.3

```
! RIJCOSX wB97M-V def2-TZVPD def2/J DEFGRID3
* xyz -1 1
Ir 0.8941 0.6609 -0.2239
C -5.1856 -2.0843 2.2587
C -4.1743 -1.2109 1.5774
C -4.2609 0.1664 1.5648
C -3.3147 0.9714 0.9357
C -3.5533 2.4168 1.0955
O -4.2391 2.8134 2.0331
C -3.0347 3.4287 0.1373
C -2.8205 3.1841 -1.2135
C -2.4359 4.2191 -2.0469
C -2.2963 5.5057 -1.5533
C -2.5303 5.7631 -0.2131
C -2.8892 4.7281 0.6270
C -2.1596 0.3958 0.2949
O -1.3158 1.1339 -0.2961
C -2.0386 -1.0376 0.4003
C -3.0645 -1.7816 0.9774
C -0.8582 -1.8064 0.0099
N -0.0039 -1.4286 -0.9010
C 1.0417 -2.3510 -1.2833
C 2.2018 -1.7147 -2.0144
Te 1.9094 -1.3605 -4.1372
C 0.0413 -0.3216 -4.1176
C -0.0495 0.9458 -4.6648
C -1.2483 1.6343 -4.6211
C -2.3636 1.0518 -4.0447
C -2.2820 -0.2315 -3.5354
C -1.0835 -0.9210 -3.5804
C -0.6804 -3.0282 0.8227
C -0.5129 -3.5204 3.1914
C -0.0403 -4.8142 3.2641
C 0.2136 -5.7080 2.2190
C -0.0096 -5.4674 0.8597
C -0.4446 -4.2888 0.2625
H -6.0694 -1.5174 2.5379
H -4.7563 -2.5226 3.1609
H -5.4812 -2.9055 1.6071
H -5.0879 0.6618 2.0547
H -2.9556 2.1940 -1.6191
H -2.2408 4.0213 -3.0904
H -2.0083 6.3114 -2.2138
H -2.4338 6.7677 0.1778
H -3.0828 4.9062 1.6743
H -2.9965 -2.8620 0.9791
H 0.6067 -3.1214 -1.9351
H 1.4480 -2.8591 -0.3950
H 3.0550 -2.3908 -1.9791
H 2.4858 -0.7813 -1.5267
H 0.8181 1.4045 -5.1167
H -1.3025 2.6330 -5.0320
H -3.2981 1.5950 -4.0016
H -3.1511 -0.7055 -3.1005
H -1.0312 -1.9258 -3.1915
H -0.6898 -2.9733 4.1052
H 0.1665 -5.1611 4.2663
H 0.5830 -6.6893 2.4826
H 0.1794 -6.2913 0.1839
H -0.6067 -4.3355 -0.8053
C 6.0246 -2.8646 -0.3132
C 4.8957 -2.3914 0.5517
C 4.8890 -1.1008 1.0633
C 3.8255 -0.6556 1.8242
C 2.7627 -1.4959 2.0884
C 2.7752 -2.8014 1.6283
C 3.8390 -3.2424 0.8564
S 1.2576 -0.7480 2.9082
O 1.8447 0.2927 3.7579
O -0.7821 -2.7286 2.1467
O 0.6584 -0.1660 1.6245
H 6.8308 -2.1359 -0.3177
H 5.6840 -3.0018 -1.3399
H 6.4091 -3.8173 0.0472
H 5.7209 -0.4402 0.8705
H 3.8099 0.3393 2.2401
H 1.9658 -3.4733 1.8791
H 3.8412 -4.2583 0.4811
C 0.8457 4.3579 -0.1945
C 0.9960 3.4507 1.0234
C 1.5844 4.2341 2.2047
C 1.8876 2.2464 0.7491
H 0.2031 5.2049 0.0409
H 0.3993 3.8082 -1.0191
H 1.8160 4.7374 -0.5126
H 0.0014 3.0962 1.3134
H 2.5779 4.6026 1.9512
H 1.6715 3.5864 3.0747
H 0.9550 5.0844 2.4634
H 2.2011 1.8449 1.7151
H 2.7856 2.5657 0.2073
S 2.7754 2.9296 -3.7888
C 2.0329 2.0966 -2.6656
N 1.4532 1.4477 -1.8668
*
```

Which charges does Löwdin predict for the atoms? In e, they are: 1.31 -0.06 -0.27 0.03 -0.05 -0.29 0.06 -0.14 -0.02 -0.07 -0.10 -0.10 -0.02 -0.29 -0.11 -0.07 0.01 -0.19 0.03 -0.34 -0.50 1.24 -0.55 -0.18 -0.09 -0.11 -0.08 -0.16 -0.19 -0.10 -0.10 -0.10 -0.09 -0.04 0.07 0.08 0.07 0.12 0.10 0.09 0.10 0.10 0.11 0.13 0.10 0.09 0.03 0.00 0.05 0.10 0.10 0.11 0.08 0.12 0.10 0.09 0.10 0.11 -0.05 -0.29 -0.04 -0.08 -0.30 -0.09 -0.06 0.83 -0.49 -0.03 -0.64 0.07 0.07 0.08 0.11 0.10 0.09 0.12 -0.08 -0.49 -0.08 -0.24 0.06 0.06 0.08 0.12 0.08 0.07 0.07 0.02 0.07 0.56 -0.97 -0.13



Entry 6:
Below is a 2-piece molecular cluster, C9H14 overall in a non-equilibrium geometry, with properties calculated with ωB97M-V/def2-TZVPD.

Properties
- HOMO (eV) = -8.94
- E_LUMO (eV) = 0.982
- Kohn-Sham gap (Eh) = 0.36445
- energy relative to the best compared isomer or geometry (same formula, charge and spin) (kcal/mol) = 58.5
- SMILES = Cc1ccccc1.CC

```
! RIJCOSX wB97M-V def2-TZVPD def2/J DEFGRID3
* xyz 0 1
C 0.6991 -1.1723 2.2353
C 1.5438 0.6654 0.5397
C 0.8377 -0.5946 0.7677
C 1.8128 1.0842 -0.7838
C 0.2841 -1.2085 -0.3019
C 1.3310 0.3654 -1.8632
C 0.5068 -0.7151 -1.6952
H 2.0218 1.2588 1.3892
H 2.5157 1.7753 -0.8965
H 0.8975 -2.3163 2.0394
H -0.2776 -0.8587 2.4982
H -0.4214 -2.1245 -0.0927
H 1.4424 0.8231 -2.8681
H 0.1865 -1.1251 -2.6237
H 1.4669 -0.7945 2.8773
C -2.0577 0.5277 -0.1500
C -3.5311 0.8522 0.5806
H -1.2933 1.1856 0.2284
H -1.6557 -0.4843 0.1204
H -1.9741 0.8917 -1.1848
H -4.3694 0.2017 0.7148
H -3.9148 1.7715 0.1492
H -3.1833 0.9694 1.6734
*
```

Which charges does natural (NBO) predict for the atoms? In e, they are: -0.63 -0.20 -0.03 -0.21 -0.22 -0.23 -0.20 0.21 0.20 0.22 0.22 0.22 0.21 0.22 0.22 -0.62 -0.63 0.21 0.21 0.21 0.21 0.20 0.20



Q: Which formula does entry 1 have?
A: C4H15NO3